*w*
C6H14O2 | ωB97M-V/def2-TZVPD

Structure (XYZ):
```
22
Properties=species:S:1:pos:R:3
C 1.1221 -0.0378 0.2413
C -1.1800 0.0724 -0.3146
C 1.6155 1.0863 -0.6434
C 1.5602 -1.4251 -0.1641
C -1.9831 1.2897 0.0491
C -1.8581 -1.2478 -0.0827
O 0.0965 0.1011 1.0330
O 2.0552 0.2061 1.8982
H 1.7377 1.0165 2.3157
H -0.7786 0.1427 -1.3275
H 1.2746 2.0451 -0.2602
H 1.2795 0.9569 -1.6740
H 2.7038 1.0509 -0.6573
H 0.9660 -2.1878 0.3331
H 2.5769 -1.5361 0.2140
H 1.5482 -1.5655 -1.2436
H -1.2562 -2.0841 -0.4331
H -2.8858 1.3349 -0.5694
H -1.4099 2.2014 -0.1106
H -2.2936 1.2400 1.0920
H -2.1060 -1.3727 0.9701
H -2.7847 -1.2868 -0.6661
```

## Properties
Charge: 0
E_HOMO (eV): -8.38
Frontier orbital gap (eV): 9.0733
LUMO level (eV): 0.696


*x*
C6H14O2 | ωB97M-V/def2-TZVPD

Structure (XYZ):
```
22
Properties=species:S:1:pos:R:3
C 0.6089 2.2615 0.4963
C 0.9718 -0.9911 -0.6620
C 2.0307 -0.6078 0.0944
C -0.2567 -1.5716 -0.1576
C -1.4944 -0.8379 -0.6774
C -2.4989 -0.6783 0.1848
H 0.1005 3.0282 -0.0830
H 1.2711 2.6203 1.2863
H 1.0517 1.4767 -0.1025
H 2.9584 -0.1520 -0.2159
H 1.7206 -0.5195 1.1447
H -0.1313 -2.6469 -0.4114
H -0.2065 -1.5752 0.9865
H -1.2222 -0.3463 -1.6246
H -2.5733 -1.2761 1.0866
H -3.3384 -0.0300 -0.0369
H 1.0283 -0.6647 -1.7284
H -0.0558 1.1784 -3.3203
O 0.1712 0.4979 -2.6782
H -0.1549 1.7828 1.1085
H 0.1908 -0.5484 3.0926
O -0.1719 -0.4002 2.2173
```

## Properties
Charge: 0
E_HOMO (eV): -8.71
Frontier orbital gap (eV): 3.9689
LUMO level (eV): -4.737


*y*
C6H14O2 | ωB97M-V/def2-TZVPD

Structure (XYZ):
```
22
Properties=species:S:1:pos:R:3
C 0.0008 -1.9764 -0.3137
C -0.6011 -0.9006 -0.7927
C -2.0470 -0.7526 -0.3443
C -0.0349 0.1718 -1.6498
C 0.6049 -0.3542 -2.7279
C -0.0672 1.5939 -1.3263
H 1.0712 -2.2665 -0.2555
H -0.7248 -2.8191 -0.0245
H -2.6249 0.1993 -0.6160
H -2.1036 -0.7380 0.6968
H -2.5561 -1.6520 -0.5718
H 0.9599 0.2680 -3.5758
H 0.6358 -1.4249 -2.8682
H -0.9932 2.0815 -1.6699
H 0.6916 2.2649 -1.9074
H -0.0281 1.9223 -0.3481
O 0.7056 -0.1977 3.3191
H -0.1056 -0.4438 3.0038
H 0.5300 0.4136 3.9635
O 2.5345 1.7378 2.5144
H 2.2476 1.7203 3.4261
H 1.9047 1.1525 2.0682
```

## Properties
Charge: 0
E_HOMO (eV): -8.85
Frontier orbital gap (eV): 9.3053
Structure (SMILES): C=C(C)C(=C)C.O.O
LUMO level (eV): 0.460


Which is most stable, and by how much? *y*, by 0.960 eV.


*w*
C3H6N4O2 | ωB97M-V/def2-TZVPD

Structure (XYZ):
```
15
Properties=species:S:1:pos:R:3
H 0.6099 2.0590 2.0246
N 1.2845 1.3923 2.3299
C 1.3169 0.2365 1.8252
N 0.6519 -0.1889 0.5695
N 0.9688 -1.5858 0.3466
C -0.1433 0.7345 -0.1789
O -0.4505 1.8616 -0.0591
C -0.7759 -0.0270 -1.3891
N -2.1415 0.1888 -1.6285
O -0.1623 -1.0662 -1.8272
H 2.0542 -0.5974 2.1952
H -0.1170 -2.1035 0.0454
H 1.8283 -1.6843 -0.5856
H -2.4782 0.8779 -1.0798
H -2.4460 -0.0974 -2.5881
```

## Properties
Charge: 0
E_HOMO (eV): -9.31
Frontier orbital gap (eV): 9.4843
Structure (SMILES): [H]/N=C\N(N)C(=O)C(N)=O
LUMO level (eV): 0.174


*x*
C3H6N4O2 | ωB97M-V/def2-TZVPD

Structure (XYZ):
```
15
Properties=species:S:1:pos:R:3
H -0.7576 0.1863 2.1618
N 0.2369 0.4506 2.5258
N 1.0360 0.5944 1.5439
C 0.3982 0.5203 0.2118
C -0.0494 -0.6774 -0.1709
N -0.2097 -1.8413 0.5390
O 0.1775 -3.0234 -0.0813
C 0.4764 1.7029 -0.5702
N -0.2659 1.8300 -1.7037
O 1.2699 2.5222 -0.2211
H -0.2228 -0.9213 -1.2650
H 0.1599 -1.8025 1.4866
H -0.8095 -3.3873 -0.3292
H -1.1724 1.1658 -1.9107
H -0.2676 2.6806 -2.2167
```

## Properties
Charge: 0
E_HOMO (eV): -9.14
Frontier orbital gap (eV): 9.4119
Structure (SMILES): [H]/N=N\C(=C/NO)C(N)=O
LUMO level (eV): 0.269


*y*
C3H6N4O2 | ωB97M-V/def2-TZVPD

Structure (XYZ):
```
15
Properties=species:S:1:pos:R:3
C -0.6043 -1.1443 -1.0710
C -0.0413 -0.9268 0.3370
C 0.6087 0.3387 0.8678
H 1.0019 0.3304 -1.4289
H 0.4877 -0.7579 -3.0144
H -1.8364 -2.4204 -0.4995
H 1.1047 -0.2451 2.6709
H -0.6436 1.4320 -0.4087
H -0.2672 2.7010 1.8141
N 0.2789 -0.3628 -2.0562
N -1.3846 -2.1103 -1.3487
N 0.9851 0.6685 2.0749
N 0.2501 1.5321 0.1103
O -0.2553 -1.7251 1.2962
O 0.3155 2.6901 0.6564
```

## Properties
Charge: 0
E_HOMO (eV): -9.69
Frontier orbital gap (eV): 8.4707
LUMO level (eV): -1.224


Which is most stable, and by how much? *w*, by 0.808 eV.


*w*
C3H6N4O2 | ωB97M-V/def2-TZVPD

Structure (XYZ):
```
15
Properties=species:S:1:pos:R:3
H 0.6128 2.9192 1.9612
N 0.7578 2.7297 0.9773
C 0.7119 1.3916 0.5876
N 0.6655 0.3622 1.3950
N 0.5549 1.1867 -0.8479
N 0.6870 0.0254 -1.5018
C 0.2065 -1.1614 -1.3485
C -0.9154 -1.5693 -0.4224
O -1.3417 -0.8026 0.4711
O -1.5343 -2.7777 -0.8465
H -0.0842 -0.3006 1.0623
H 0.5026 0.8904 2.4206
H 0.9909 2.0200 -1.3166
H 0.4269 -1.8098 -2.2755
H -2.2412 -3.1039 -0.3159
```

## Properties
Charge: 0
E_HOMO (eV): -8.47
Frontier orbital gap (eV): 7.9481
Structure (SMILES): [H]/N=C(\N)N/N=C\C(=O)O
LUMO level (eV): -0.523


*x*
C3H6N4O2 | ωB97M-V/def2-TZVPD

Structure (XYZ):
```
15
Properties=species:S:1:pos:R:3
C 1.8845 0.7151 -0.6093
C -0.3090 0.6626 0.0789
C -2.3516 -0.2724 0.4110
H 1.9610 -0.1671 1.9213
H 2.3329 -2.0065 0.9205
H 2.3767 1.3708 -1.4173
H 0.3393 -1.0479 -0.8949
H -3.5006 0.1568 0.4295
H -1.8612 -0.9037 1.3833
N 1.7121 -0.9728 0.8498
N 2.2524 -0.4928 -0.3021
N 0.7825 1.3451 0.1285
N -0.4722 -0.5923 -0.3972
O -1.8084 -0.9221 -0.8240
O -1.5561 1.0414 0.3766
```

## Properties
Charge: 0
E_HOMO (eV): -8.46
Frontier orbital gap (eV): 8.9290
LUMO level (eV): 0.470


Which is most stable, and by how much? *w*, by 4.442 eV.


*w*
C3H4FI | ωB97M-V/def2-TZVPD

Structure (XYZ):
```
9
Properties=species:S:1:pos:R:3
C -0.2740 0.1845 0.6597
C -0.2210 -0.2362 -0.8086
C -1.4690 -0.1464 -0.0853
F -2.2968 -2.7157 0.0873
I -3.4535 0.1051 -0.2557
H 0.0901 -0.5130 1.4019
H -0.1156 1.2220 0.9315
H -0.0038 0.4885 -1.5852
H 0.1621 -1.2241 -1.0298
```

## Properties
Charge: 0
E_HOMO (alpha / beta) (eV): -8.91 / -8.90
Frontier orbital gap (alpha / beta) (eV): 6.6654 / 6.6449
LUMO level (alpha / beta) (eV): -2.243 / -2.253


*x*
C3H4FI | ωB97M-V/def2-TZVPD

Structure (XYZ):
```
9
Properties=species:S:1:pos:R:3
C 0.4192 -0.7379 0.3400
C 0.6063 0.5308 -0.4353
C -0.6794 0.2696 0.0882
F -1.5612 -0.3559 -1.2895
I -1.8875 1.0779 1.5311
H 0.3923 -1.7727 -0.1298
H 0.7676 -0.6677 1.3291
H 1.0904 1.2649 0.0120
H 0.8524 0.3910 -1.4459
```

## Properties
Charge: 0
E_HOMO (eV): -9.91
Frontier orbital gap (eV): 10.0901
LUMO level (eV): 0.178


Which is most stable, and by how much? *x*, by 2.379 eV.


*w*
C2H2F3NO | ωB97M-V/def2-TZVPD

Structure (XYZ):
```
9
Properties=species:S:1:pos:R:3
O -1.4200 2.0100 -2.5223
N -0.9661 2.1378 -1.4514
C -0.2142 2.0125 -0.5554
F 0.2258 2.6078 0.4812
F 0.1523 -1.0751 -0.3027
C 0.4715 -1.7956 0.8082
F 1.3558 -1.1055 1.5741
H 0.8896 -2.7820 0.5800
H -0.4946 -2.0098 1.3883
```

## Properties
Charge: 0
E_HOMO (eV): -9.86
Frontier orbital gap (eV): 9.7446
Structure (SMILES): [O-][N+]#CF.FCF
LUMO level (eV): -0.115


*x*
C2H2F3NO | ωB97M-V/def2-TZVPD

Structure (XYZ):
```
9
Properties=species:S:1:pos:R:3
H 1.3946 0.7893 0.1220
N 0.4654 1.1015 0.1019
C -0.5244 0.3461 0.1134
O -1.7708 0.9363 -0.0840
C -2.9046 0.0226 -0.0760
F -3.9143 0.8867 -0.0384
F -2.9213 -0.8132 -1.0994
F -2.8002 -0.7100 1.0283
H -0.6578 -0.7745 0.5060
```

## Properties
Charge: 0
E_HOMO (eV): -10.53
Frontier orbital gap (eV): 11.4320
Structure (SMILES): [H]/N=C/OC(F)(F)F
LUMO level (eV): 0.901


Which is most stable, and by how much? *x*, by 4.250 eV.


*w*
C3H4O4 | ωB97M-V/def2-TZVPD

Structure (XYZ):
```
11
Properties=species:S:1:pos:R:3
C -0.6820 0.3683 -1.2199
C 0.4425 0.4499 -0.2354
O 0.0925 0.5195 1.0866
C 0.0269 -0.7709 1.6921
O -0.5228 -1.7172 1.2467
O 1.6239 1.0499 -0.5348
O 1.5884 -0.3758 -0.4324
H -0.2785 0.3991 -2.2286
H -1.3441 1.2188 -1.0669
H -1.2396 -0.5500 -1.0493
H 0.2927 -0.5917 2.7419
```

## Properties
Charge: 0
E_HOMO (eV): -10.57
Frontier orbital gap (eV): 11.4356
Structure (SMILES): CC1(OC=O)OO1
LUMO level (eV): 0.865


*x*
C3H4O4 | ωB97M-V/def2-TZVPD

Structure (XYZ):
```
11
Properties=species:S:1:pos:R:3
C -0.9019 -1.4181 0.3345
C -0.4340 -0.0019 0.3658
O 0.3824 0.4257 1.2059
O -1.2150 0.8352 -0.3833
O -0.0178 1.2832 -1.0697
C 1.4661 1.3259 -0.4861
O 2.2515 0.5263 -0.8776
H -1.8173 -1.5384 -0.2438
H -1.1509 -1.7327 1.3519
H -0.1173 -2.0605 -0.0651
H 1.5543 2.3554 -0.1324
```

## Properties
Charge: 0
E_HOMO (eV): -10.62
Frontier orbital gap (eV): 10.5197
Structure (SMILES): CC(=O)OOC=O
LUMO level (eV): -0.101


Which is most stable, and by how much? *w*, by 1.224 eV.


*w*
H6N2 | ωB97M-V/def2-TZVPD

Structure (XYZ):
```
8
Properties=species:S:1:pos:R:3
N -0.0352 0.7792 -1.2486
H -0.9386 1.1594 -1.1343
H 0.5148 1.5933 -1.5545
H -0.1325 0.1779 -2.0624
N -0.1153 -1.0228 1.5275
H 0.5677 -1.4069 2.2014
H 0.1638 -1.2195 0.6075
H -0.0248 -0.0605 1.6632
```

## Properties
Charge: 0
E_HOMO (eV): -9.67
Frontier orbital gap (eV): 10.7374
Structure (SMILES): N.N
LUMO level (eV): 1.063


*x*
H6N2 | ωB97M-V/def2-TZVPD

Structure (XYZ):
```
8
Properties=species:S:1:pos:R:3
N 1.4386 -0.2009 1.1811
H 1.2961 -1.1743 0.7875
H 1.9641 -0.4174 2.0380
H 0.5270 0.0158 1.5591
N -1.3368 0.4311 -1.6559
H -0.6122 -0.1955 -1.3992
H -1.0774 1.3406 -1.2108
H -2.1995 0.2007 -1.2998
```

## Properties
Charge: 0
E_HOMO (eV): -10.03
Frontier orbital gap (eV): 10.9525
Structure (SMILES): N.N
LUMO level (eV): 0.922


Which is most stable, and by how much? *w*, by 0.123 eV.